# 1
{"formula": "C40H41FeIN10OS5Sb", "method": "wB97M-V/def2-TZVPD", "elements": ["I", "Sb", "Fe", "S", "S", "S", "S", "S", "O", "N", "N", "N", "N", "N", "N", "N", "N", "N", "N", "C", "C", "C", "C", "C", "C", "C", "C", "C", "C", "C", "C", "C", "C", "C", "C", "C", "C", "C", "C", "C", "C", "C", "C", "C", "C", "C", "C", "C", "C", "C", "C", "C", "C", "C", "C", "C", "C", "C", "C", "H", "H", "H", "H", "H", "H", "H", "H", "H", "H", "H", "H", "H", "H", "H", "H", "H", "H", "H", "H", "H", "H", "H", "H", "H", "H", "H", "H", "H", "H", "H", "H", "H", "H", "H", "H", "H", "H", "H", "H", "H"], "positions_angstrom": [[-1.253, 2.138, -0.219], [0.544, -3.609, -0.140], [0.561, -0.129, -0.515], [0.548, -1.592, -3.080], [2.680, -2.045, -8.477], [-0.826, 0.971, -4.955], [1.991, -2.278, -5.583], [0.816, -0.164, -7.172], [-3.299, 2.361, 3.328], [2.842, -0.489, -0.873], [-3.999, -0.761, -0.724], [-1.853, -1.141, -0.810], [-3.357, 4.314, 4.347], [-4.318, 4.312, 3.423], [1.722, 1.278, 0.968], [-3.654, -0.602, -2.004], [0.759, -1.197, 1.723], [2.043, -1.044, 3.533], [0.770, -0.801, 3.866], [3.504, -1.481, -1.685], [0.390, -0.535, 5.233], [-2.745, 3.158, 4.285], [3.553, 0.160, -3.593], [4.114, -0.933, -2.947], [0.011, -0.901, 2.766], [1.876, -1.531, -7.146], [-5.078, 2.680, 1.725], [0.617, 1.716, 6.369], [-2.369, -0.829, -2.025], [2.788, 2.542, 2.506], [3.073, 1.219, 0.734], [5.219, -1.559, -3.508], [5.166, -0.046, -5.365], [0.081, 2.486, -5.422], [0.869, -1.207, -4.698], [4.076, 0.594, -4.799], [-5.579, 0.901, 0.168], [-1.620, 2.686, 5.035], [-1.108, -4.136, 1.178], [1.562, 2.065, 2.029], [2.006, -1.274, 2.248], [0.349, -0.219, -5.474], [0.152, 3.002, 6.618], [-1.166, 1.381, 4.815], [3.598, 0.318, -0.203], [-0.052, 0.892, 5.468], [-5.354, -0.520, -0.304], [-4.276, 3.157, 2.811], [5.744, -1.119, -4.710], [1.989, -4.624, 1.158], [-2.907, -1.089, -0.020], [0.271, 1.655, -1.658], [-6.785, 2.983, 0.065], [3.756, 2.014, 1.672], [-6.537, 1.710, -0.433], [-0.955, 3.496, 5.963], [0.308, -5.432, -1.319], [-6.071, 3.471, 1.139], [-4.852, 1.391, 1.235], [-6.252, 4.454, 1.542], [1.201, -5.591, -1.915], [2.314, -3.966, 1.957], [2.873, -1.492, 1.661], [1.263, -0.760, 5.848], [-2.910, -1.296, 1.029], [2.928, 3.187, 3.355], [0.145, -6.301, -0.689], [4.286, -1.993, -1.105], [-1.996, -4.338, 0.590], [-0.421, -1.223, 5.505], [-5.991, -0.729, -1.167], [-7.549, 3.593, -0.396], [2.756, -2.231, -1.975], [0.090, 2.572, -6.503], [-7.087, 1.348, -1.289], [5.667, -2.401, -2.997], [1.093, 2.428, -5.035], [-0.225, 1.581, -2.619], [3.636, 1.442, -5.302], [-0.448, 3.322, -4.977], [-4.090, 0.784, 1.697], [4.820, 2.165, 1.715], [4.691, 0.266, -0.284], [-1.052, -0.791, 2.736], [1.493, 1.352, 6.885], [1.540, -5.512, 1.590], [2.853, -4.920, 0.572], [-1.311, -3.312, 1.851], [1.011, 2.449, -1.630], [-0.531, -5.314, -1.995], [0.671, 3.620, 7.338], [-1.715, 0.758, 4.128], [-0.852, -5.013, 1.762], [-5.596, -1.217, 0.505], [-1.779, -0.780, -2.917], [0.586, 2.268, 2.440], [2.705, 0.651, -3.135], [-1.326, 4.494, 6.134], [6.609, -1.606, -5.140], [5.561, 0.289, -6.314]], "mulliken_charge": [-0.222, 0.581, 1.103, 0.145, -0.352, -0.048, -0.045, -0.178, -0.135, 1.362, 1.048, 0.583, -0.551, -0.527, 0.849, -1.018, 1.005, -1.111, 1.263, -2.391, -1.409, 0.715, 0.423, 0.903, -0.793, 0.024, -0.364, -0.842, -0.517, -0.875, -0.311, -0.555, -0.490, -0.866, -0.596, -0.588, 1.272, -0.207, -1.234, -0.653, -1.233, 0.063, -0.726, 0.225, -0.283, 1.287, -1.548, 0.773, -0.643, -1.439, -0.542, -1.045, -0.682, -1.344, -0.800, -1.076, -1.400, -1.058, 0.183, 0.539, 0.382, 0.428, 0.701, 0.426, 0.427, 0.490, 0.385, 0.413, 0.393, 0.278, 0.420, 0.390, 0.178, 0.444, 0.399, 0.374, 0.130, 0.255, 0.299, 0.387, 0.536, 0.515, 0.315, 0.343, 0.410, 0.409, 0.399, 0.112, 0.705, 0.376, 0.403, 0.455, 0.484, 0.301, 0.127, 0.405, 0.140, 0.548, 0.371, 0.399], "charge": -1, "homo_energy_ev": [-2.3, -4.7], "gap_ev": [3.5, 5.2], "lumo_energy_ev": [1.144, 0.491], "spin_multiplicity": 5, "e_above_lowest_kcal_mol": 116.3}

---

# 2
{"formula": "C40H41GaNO6P2S2SiTe", "method": "wB97M-V/def2-TZVPD", "elements": ["Te", "Ga", "S", "S", "P", "P", "Si", "O", "O", "O", "O", "O", "O", "N", "C", "C", "C", "C", "C", "C", "C", "C", "C", "C", "C", "C", "C", "C", "C", "C", "C", "C", "C", "C", "C", "C", "C", "C", "C", "C", "C", "C", "C", "C", "C", "C", "C", "C", "C", "C", "C", "C", "C", "C", "H", "H", "H", "H", "H", "H", "H", "H", "H", "H", "H", "H", "H", "H", "H", "H", "H", "H", "H", "H", "H", "H", "H", "H", "H", "H", "H", "H", "H", "H", "H", "H", "H", "H", "H", "H", "H", "H", "H", "H", "H"], "positions_angstrom": [[-0.739, 4.352, 0.947], [0.149, -0.570, 1.334], [2.335, -1.240, 2.476], [0.482, -3.581, -1.176], [-1.210, 1.112, 0.348], [1.444, 1.756, 0.438], [-1.781, -3.075, 2.299], [1.767, -1.627, 1.080], [2.582, -2.434, 3.242], [1.100, -0.481, 3.020], [-0.328, -4.115, -2.312], [-1.193, -1.786, 1.509], [3.454, -0.341, 2.321], [-1.886, 5.909, -3.615], [-2.555, 5.255, -1.404], [3.309, 1.137, -3.738], [-1.672, 1.474, -2.373], [1.279, -5.002, -0.417], [-1.913, -1.240, -2.937], [1.967, -2.852, -1.888], [3.192, 0.631, -1.386], [-2.930, 1.314, 2.488], [-2.827, 1.421, 1.104], [2.585, 2.958, 1.192], [1.007, -6.259, -0.929], [-2.932, -2.470, 3.659], [-0.620, 5.751, -3.225], [-2.826, 5.661, -2.705], [1.574, -7.373, -0.324], [3.610, 3.804, 3.201], [-4.137, 1.573, 3.119], [1.709, 2.268, -2.343], [2.650, -5.952, 1.297], [2.164, 1.562, -1.233], [-0.452, -4.145, 3.067], [-5.244, 1.941, 2.367], [-3.941, 1.778, 0.352], [2.087, -4.834, 0.701], [-0.165, 2.488, 0.322], [-1.892, 1.053, -3.676], [-2.003, -0.303, -3.958], [-2.804, -4.079, 1.085], [4.199, 4.827, 2.473], [-0.249, 5.358, -1.948], [3.993, 4.913, 1.102], [3.765, 0.428, -2.634], [-1.589, 0.540, -1.342], [2.807, 2.867, 2.564], [-1.235, 5.097, -1.004], [-5.147, 2.044, 0.986], [2.396, -7.219, 0.786], [-1.720, -0.819, -1.626], [3.189, 3.981, 0.464], [2.277, 2.056, -3.593], [-2.384, -1.849, 4.374], [-6.189, 2.140, 2.859], [2.249, -3.850, 1.120], [0.800, 5.248, -1.696], [2.371, 2.044, 3.117], [-6.013, 2.325, 0.400], [-3.368, 5.045, -0.720], [0.139, 5.954, -3.975], [-2.145, -0.631, -4.980], [-0.832, -4.664, 3.952], [-3.641, -3.481, 0.712], [3.750, 0.967, -4.712], [2.602, -2.528, -1.066], [0.405, -3.538, 3.372], [-2.215, -4.399, 0.222], [3.787, 3.724, 4.266], [-3.866, 1.842, -0.727], [2.830, -8.090, 1.261], [-3.369, -3.309, 4.208], [-1.953, 1.783, -4.474], [0.352, -6.343, -1.787], [3.034, 4.039, -0.608], [-3.853, 5.785, -3.034], [4.461, 5.706, 0.531], [-1.538, 2.527, -2.146], [1.909, 2.600, -4.455], [-3.216, -4.973, 1.563], [-3.745, -1.868, 3.245], [1.640, -1.987, -2.466], [-1.659, -1.547, -0.824], [-1.963, -2.301, -3.143], [3.528, 0.068, -0.521], [4.829, 5.554, 2.971], [-4.214, 1.477, 4.194], [-2.064, 1.021, 3.072], [0.891, 2.969, -2.219], [3.270, -5.825, 2.175], [1.368, -8.362, -0.715], [2.455, -3.585, -2.530], [-0.088, -4.903, 2.369], [4.563, -0.296, -2.747]], "mulliken_charge": [0.150, 1.717, 1.040, 1.491, 0.522, 0.412, 0.793, -0.560, -0.658, -0.677, -0.842, 0.415, -0.704, -0.698, -0.152, -0.701, 0.158, 0.069, -0.546, -1.328, -0.868, -0.522, 0.577, 0.482, -0.706, -1.277, -0.383, -0.364, -0.486, -0.810, -0.752, 0.750, -0.720, 0.072, -0.902, -0.479, -0.410, -0.565, -1.066, -0.664, -0.879, -1.036, -0.455, -0.083, -0.761, -0.546, 0.193, -0.297, -0.012, -0.734, -0.424, -0.820, -0.211, -0.801, 0.266, 0.385, 0.346, 0.376, 0.380, 0.414, 0.397, 0.404, 0.372, 0.492, 0.236, 0.364, 0.326, 0.218, 0.256, 0.407, 0.416, 0.372, 0.403, 0.500, 0.440, 0.341, 0.377, 0.404, -0.027, 0.454, 0.380, 0.257, 0.384, 0.509, 0.507, 0.373, 0.367, 0.428, 0.558, -0.031, 0.469, 0.385, 0.600, 0.104, 0.449], "charge": -1, "homo_energy_ev": -5.3, "gap_ev": 7.4, "lumo_energy_ev": 2.089, "spin_multiplicity": 1, "e_above_lowest_kcal_mol": 0.0}

---

# 3
{"formula": "C40H41HgN9PS", "method": "wB97M-V/def2-TZVPD", "elements": ["Hg", "S", "P", "N", "N", "N", "N", "N", "N", "N", "N", "N", "C", "C", "C", "C", "C", "C", "C", "C", "C", "C", "C", "C", "C", "C", "C", "C", "C", "C", "C", "C", "C", "C", "C", "C", "C", "C", "C", "C", "C", "C", "C", "C", "C", "C", "C", "C", "C", "C", "C", "C", "H", "H", "H", "H", "H", "H", "H", "H", "H", "H", "H", "H", "H", "H", "H", "H", "H", "H", "H", "H", "H", "H", "H", "H", "H", "H", "H", "H", "H", "H", "H", "H", "H", "H", "H", "H", "H", "H", "H", "H", "H"], "positions_angstrom": [[0.222, 0.933, -1.239], [-2.701, -1.528, -0.476], [1.736, -1.097, 1.076], [2.706, 1.921, -1.159], [-0.684, 1.289, -5.747], [0.341, 2.993, -0.476], [-4.730, -2.427, 1.080], [-2.132, 2.015, -1.435], [0.123, 3.102, -4.236], [-4.468, -0.228, 1.031], [5.049, 2.048, -1.090], [1.412, 3.625, -0.144], [6.214, 4.908, 0.968], [-0.093, 0.488, 2.522], [4.005, -2.663, 1.338], [3.120, -4.243, 3.417], [-2.069, 3.170, -0.655], [5.045, 3.198, -0.267], [3.841, 1.431, -1.406], [4.365, -4.496, 2.852], [4.813, -3.688, 1.817], [0.038, -3.184, -2.722], [0.491, -3.958, -1.665], [-0.868, 3.638, -0.206], [0.308, 0.557, -6.518], [0.794, -0.146, 3.564], [-5.401, -0.482, 2.116], [0.949, -1.945, -0.380], [0.030, -1.799, -2.600], [0.499, -1.152, -1.461], [-1.167, -2.278, 3.738], [3.795, 3.794, 0.014], [-5.906, -1.862, 1.721], [2.306, -3.229, 2.924], [0.249, -0.626, 4.861], [-3.977, -1.400, 0.539], [3.811, 4.980, 0.755], [-4.865, -3.677, 0.370], [-0.768, -1.575, 4.898], [-4.492, 3.407, -0.850], [2.727, -2.439, 1.855], [-3.315, 1.624, -1.913], [2.595, 3.123, -0.444], [6.223, 3.727, 0.219], [-0.258, 2.246, -4.914], [-0.555, -2.069, 2.502], [-3.317, 3.844, -0.337], [-4.516, 2.261, -1.702], [0.391, -0.940, 2.296], [0.943, -3.337, -0.506], [-1.949, 0.617, -5.485], [5.004, 5.532, 1.215], [-1.907, -3.068, 3.842], [4.980, -5.310, 3.217], [-3.273, 4.703, 0.323], [-4.899, -0.514, 3.089], [-1.791, -0.386, -5.084], [1.331, -3.043, 3.364], [-1.145, 0.598, 2.759], [-0.318, -3.652, -3.635], [0.330, 1.288, 1.917], [-3.797, 0.523, 1.114], [4.353, -2.024, 0.532], [-3.933, -3.873, -0.155], [7.145, 5.321, 1.337], [-3.302, 0.709, -2.497], [5.796, -3.853, 1.389], [-6.196, 0.263, 2.149], [-5.419, 3.917, -0.602], [1.222, 1.141, -6.580], [-5.065, -4.484, 1.077], [2.859, 5.446, 0.973], [2.775, -4.848, 4.249], [-5.683, -3.632, -0.363], [-6.742, -1.790, 1.008], [0.669, -0.210, 5.771], [0.536, -0.409, -6.056], [4.980, 6.455, 1.783], [-0.781, -2.693, 1.653], [-6.223, -2.461, 2.575], [7.160, 3.217, 0.016], [0.495, -5.040, -1.738], [3.926, 0.473, -1.917], [-0.827, 4.552, 0.374], [-2.519, 0.534, -6.413], [-2.524, 1.191, -4.764], [-1.216, -1.853, 5.849], [1.805, 0.252, 3.595], [5.864, 1.462, -1.049], [-0.350, -1.213, -3.427], [1.273, -3.946, 0.327], [-0.070, 0.381, -7.528], [-5.433, 1.877, -2.130]], "mulliken_charge": [0.982, -0.003, 0.092, 0.112, -0.076, 0.859, 0.173, 0.407, -0.516, -0.033, -0.090, -0.913, -0.451, -0.753, -0.363, -0.739, 0.627, -0.066, -0.575, -0.454, -0.550, -0.695, -0.705, -1.065, -0.936, -0.302, -0.719, 1.670, -0.119, -1.493, -0.936, 0.841, -0.668, 0.324, -1.207, -0.308, -0.326, -1.053, -0.532, -0.164, -0.301, -0.496, -0.688, -0.608, 0.572, -0.884, -1.182, -1.243, 1.676, -0.069, -0.716, -0.636, 0.269, 0.333, 0.346, 0.343, 0.258, 0.086, 0.123, 0.338, 0.320, 0.219, 0.368, 0.338, 0.357, 0.608, 0.365, 0.361, 0.352, 0.386, 0.299, 0.445, 0.405, 0.321, 0.323, 0.328, 0.252, 0.359, 0.284, 0.389, 0.309, 0.348, 0.447, 0.187, 0.310, 0.213, 0.284, 0.457, 0.263, 0.296, 0.358, 0.304, 0.350], "charge": -2, "homo_energy_ev": [1.7, 0.4], "gap_ev": [2.3, 3.6], "lumo_energy_ev": [4.059, 4.058], "spin_multiplicity": 2, "e_above_lowest_kcal_mol": 48.4}

---

# 4
{"formula": "C40H41KN4O3S2Te", "method": "wB97M-V/def2-TZVPD", "elements": ["Te", "K", "S", "S", "O", "O", "O", "N", "N", "N", "N", "C", "C", "C", "C", "C", "C", "C", "C", "C", "C", "C", "C", "C", "C", "C", "C", "C", "C", "C", "C", "C", "C", "C", "C", "C", "C", "C", "C", "C", "C", "C", "C", "C", "C", "C", "C", "C", "C", "C", "C", "H", "H", "H", "H", "H", "H", "H", "H", "H", "H", "H", "H", "H", "H", "H", "H", "H", "H", "H", "H", "H", "H", "H", "H", "H", "H", "H", "H", "H", "H", "H", "H", "H", "H", "H", "H", "H", "H", "H", "H", "H"], "positions_angstrom": [[1.204, 3.567, 1.856], [0.205, -0.114, 0.185], [0.716, 6.261, -0.115], [-0.110, 1.042, 3.083], [-6.766, -3.345, -0.005], [-0.751, -0.073, 2.317], [-5.505, -5.224, -0.093], [-2.139, 1.100, -0.407], [0.327, -2.621, -0.645], [-2.122, -1.568, -0.263], [2.793, 0.007, -0.039], [3.419, -0.557, 0.994], [1.804, 5.338, 0.858], [3.488, 0.639, -1.147], [1.116, 0.946, 5.532], [-4.400, 2.634, 0.007], [-4.493, -1.743, -0.134], [1.593, -3.031, -0.582], [4.388, -0.342, -1.926], [-3.176, 3.248, -0.203], [1.962, -4.287, -0.121], [4.477, -1.947, 3.280], [-3.164, -3.712, -0.201], [-5.702, -3.992, -0.079], [-2.038, -2.896, -0.241], [-0.759, -0.543, 5.254], [1.905, 7.425, -0.552], [-0.361, -4.720, 0.248], [0.579, -0.953, 8.783], [2.593, -1.231, 1.965], [-3.319, 0.505, -0.203], [5.324, -1.284, 2.394], [-0.588, -0.992, 6.553], [0.422, -0.473, 7.363], [3.093, -1.906, 3.056], [2.155, -2.600, 4.014], [-1.508, 2.110, 3.494], [-3.323, -0.996, -0.202], [1.276, 0.489, 6.835], [2.384, 1.109, -2.113], [4.822, -0.611, 1.290], [6.816, -1.292, 2.634], [0.084, 0.440, 4.762], [4.279, 1.899, -0.746], [3.038, 5.936, 0.824], [-2.074, 2.429, -0.402], [-0.643, -3.443, -0.227], [-4.419, -3.128, -0.144], [3.098, 7.118, 0.027], [0.958, -5.143, 0.298], [-4.475, 1.250, 0.011], [5.531, -0.103, 0.650], [5.077, -0.865, -1.261], [0.628, -2.043, 8.829], [3.886, 5.521, 1.352], [-1.239, -1.768, 6.941], [3.640, 2.531, -0.125], [4.577, 2.467, -1.636], [1.795, 1.677, 5.104], [2.089, 0.874, 7.440], [-1.515, -0.968, 4.602], [1.701, 0.283, -2.337], [1.818, 1.923, -1.649], [7.339, -1.862, 1.860], [-0.269, -0.637, 9.395], [-5.421, 0.757, 0.187], [4.972, 0.181, -2.692], [1.518, -1.204, 1.811], [-2.259, 1.486, 3.981], [5.178, 1.668, -0.174], [7.219, -0.277, 2.620], [1.660, 8.252, -1.202], [1.434, -3.223, 3.478], [-1.160, -5.359, 0.598], [1.487, -0.553, 9.234], [4.881, -2.479, 4.136], [3.006, -4.565, -0.073], [-5.479, -1.302, -0.082], [2.816, 1.471, -3.053], [7.053, -1.741, 3.601], [2.709, -3.235, 4.709], [3.767, -1.094, -2.424], [-3.114, -4.792, -0.224], [-1.164, 2.925, 4.128], [2.337, -2.299, -0.883], [1.198, -6.128, 0.683], [-1.874, 2.505, 2.547], [1.586, -1.878, 4.603], [-5.293, 3.224, 0.174], [-1.088, 2.862, -0.546], [-3.066, 4.324, -0.207], [3.995, 7.709, -0.109]], "mulliken_charge": [-0.183, 0.987, -0.169, 0.997, -0.749, -0.889, -0.754, 0.184, -0.231, 0.161, 1.330, 0.288, 0.020, 1.062, -0.590, -0.420, -0.841, 0.266, -1.792, -0.775, -0.807, -1.150, -0.904, 0.529, 0.547, -0.425, -0.497, -0.848, -1.491, 0.142, 0.401, 0.556, -0.746, 1.180, 0.211, -1.278, -0.927, 0.701, -0.679, -1.721, -0.692, -1.623, -0.277, -1.570, -0.377, -0.136, 0.532, -0.643, -0.495, -0.544, -0.874, 0.245, 0.316, 0.326, 0.391, 0.336, 0.192, 0.498, 0.406, 0.257, 0.362, 0.298, 0.173, 0.283, 0.310, 0.363, 0.500, 0.412, 0.483, 0.287, 0.331, 0.363, 0.218, 0.337, 0.357, 0.167, 0.428, 0.506, 0.476, 0.361, 0.385, 0.339, 0.516, 0.409, 0.263, 0.389, 0.139, 0.032, 0.416, 0.395, 0.427, 0.309], "charge": -2, "homo_energy_ev": -1.4, "gap_ev": 5.1, "lumo_energy_ev": 3.725, "spin_multiplicity": 1, "e_above_lowest_kcal_mol": 0.0}